Formula: C6H9N3O8S2Zn
Source: the OMol25 dataset
Level of theory: the ωB97M-V functional and the def2-TZVPD basis

Calculated values
Energy above the lowest of the compared OMol25 structures with the same formula, charge and spin in kJ/mol: 0.0
Frontier orbital gap in eV: 3.49
Charge: -2
Spin multiplicity: 1

Each line ends with the Mulliken charge.
Geometry (Å):
1 Zn 0.62850 0.54441 -0.84258  0.64
2 S 3.01805 -0.04264 -1.78533  1.24
3 O 3.81727 1.11552 -2.08085  -0.62
4 O 3.62126 -1.35800 -2.06078  -0.76
5 O 2.55047 -0.05391 -0.32279  -0.76
6 O 1.65776 0.04309 -2.46767  -0.70
7 S 1.00973 3.85255 -1.08415  1.03
8 O 0.37521 2.46397 -1.05136  -0.48
9 O 2.10909 3.90608 -0.09770  -0.75
10 O 1.53849 4.11622 -2.43171  -0.73
11 O -0.09593 4.77669 -0.72677  -0.79
12 C 0.43287 0.29862 3.85470  -0.92
13 C 0.32074 0.51587 2.42181  0.46
14 N 0.23121 0.69489 1.29649  -0.05
15 H 1.48766 0.23027 4.10768  0.26
16 H -0.12418 -0.58646 4.14984  0.26
17 H -0.00698 1.16959 4.34199  0.28
18 C -0.32860 -3.96855 1.05560  -1.02
19 C -0.07168 -2.77645 0.27249  0.33
20 N 0.16047 -1.80983 -0.29724  -0.04
21 H 0.52579 -4.18862 1.69555  0.26
22 H -0.40348 -4.85126 0.41405  0.31
23 H -1.25784 -3.91158 1.61613  0.27
24 C -4.01612 -0.12058 -1.70226  -0.94
25 C -2.58852 0.15863 -1.63053  0.50
26 N -1.47553 0.40620 -1.54121  -0.12
27 H -4.39253 -0.19607 -0.68168  0.26
28 H -4.19233 -1.08952 -2.16831  0.27
29 H -4.53081 0.66084 -2.25341  0.27